Computed, not measured: a single C6H10 molecule, with ωB97M-V with the def2-TZVPD basis set.

XYZ file:
```
16
Properties=species:S:1:pos:R:3:forces:R:3:lowdin_charge:R:1
C 0.2109 0.0958 1.8886 -0.02 -0.06 0.12 -0.0650
C -0.0824 0.7266 0.5073 -0.01 0.04 -0.01 -0.3570
C 0.9762 0.4131 -0.5823 0.05 0.05 -0.02 -0.1630
C 0.3835 -0.7215 -1.4497 0.03 -0.02 -0.02 -0.1872
C -1.0952 -0.6256 -1.1555 -0.03 0.08 0.10 -0.0984
C -1.3441 0.1627 -0.1128 0.01 -0.05 -0.15 -0.0900
H -0.6386 -0.4972 2.2417 0.08 0.09 -0.02 0.0699
H 0.4182 0.8524 2.6541 0.02 -0.12 -0.17 0.0692
H 1.0735 -0.5785 1.8455 -0.13 0.09 -0.02 0.0716
H -0.1726 1.8122 0.6387 0.00 -0.16 -0.04 0.1255
H 1.1113 1.2985 -1.2109 0.01 -0.09 0.06 0.1072
H 1.9526 0.1624 -0.1529 -0.17 0.04 -0.08 0.1036
H 0.7700 -1.7109 -1.1680 -0.06 0.13 -0.02 0.1069
H 0.6129 -0.5927 -2.5156 -0.05 -0.01 0.21 0.1030
H -1.8460 -1.1662 -1.7270 0.10 0.08 0.12 0.0980
H -2.3301 0.3689 0.2989 0.15 -0.08 -0.06 0.1057
```
Forces are in eV/Å.

Output
- Spin multiplicity: 1
- Lowest unoccupied orbital energy: 1.19 eV
- Total charge: 0
- ΔE to the lowest compared entry with this formula, charge and spin: 5.8 kcal per mole

=====

Computed, not measured: a molecular structure, C5H13NO2 at a distorted geometry, with ωB97M-V with the def2-TZVPD basis set.

XYZ file:
```
21
Properties=species:S:1:pos:R:3:forces:R:3:lowdin_charge:R:1
C -1.1912 1.8161 0.7228 0.01 -0.15 -0.04 -0.0510
C -1.6474 -0.4274 -0.0085 -1.79 -0.16 -0.26 -0.6017
C -2.0478 -1.2590 -1.0251 0.32 0.31 0.46 0.0732
O -1.7576 0.9194 -0.2356 0.46 -0.13 0.19 -0.0861
O -1.8029 -0.8151 1.3187 0.29 0.12 -0.17 0.0280
H -2.7177 -1.1008 1.4348 0.11 0.03 -0.10 0.1202
H -0.0990 1.7947 0.6919 -0.03 0.00 -0.03 0.0786
H -1.5378 2.8066 0.4382 0.00 -0.05 0.00 0.0929
H -1.5215 1.5817 1.7345 -0.02 -0.01 -0.05 0.0906
H -2.1923 -2.3097 -0.8330 0.04 -0.03 0.03 0.0733
H -2.1044 -0.8848 -2.0342 0.01 0.03 -0.02 0.0757
C 2.8534 0.5209 -0.4333 0.01 0.01 -0.05 -0.2455
C 0.3234 -0.8204 -0.1964 1.78 0.20 0.35 0.0452
N 2.2393 -0.3311 0.5679 -0.11 -0.36 -0.32 -0.1205
H 2.6289 -1.2701 0.5075 0.00 0.09 -0.01 0.0370
H 2.2645 1.4383 -0.5432 0.04 -0.06 -0.01 0.0615
H 2.9624 0.0719 -1.4309 -0.02 0.02 0.07 0.0644
H 3.8538 0.8300 -0.0979 -0.09 -0.02 -0.02 0.0676
H 0.3840 -1.8908 -0.0521 -0.15 0.10 0.11 0.0714
H 0.5060 -0.4787 -1.2063 -0.04 0.17 0.17 0.0704
H 0.6039 -0.1915 0.6801 -0.83 -0.12 -0.30 0.0548
```
Forces are in eV/Å.

Output
- Spin multiplicity: 1
- Lowest unoccupied orbital energy (alpha / beta): 0.16 / 0.24 eV
- Total charge: 0
- ΔE to the lowest compared entry with this formula, charge and spin: 158.5 kcal per mole

=====

Computed, not measured: a gas-phase ion, C2H11N5O (charge +2) at a distorted geometry, with ωB97M-V with the def2-TZVPD basis set.

XYZ file:
```
19
Properties=species:S:1:pos:R:3:forces:R:3:lowdin_charge:R:1
C 0.3872 -0.3602 0.6765 -3.28 -0.25 -1.55 -0.2194
C -1.1788 -2.1051 -0.1233 -0.23 -2.03 -1.72 0.0075
N 0.8147 1.6665 -0.5508 1.89 0.97 -2.16 0.1200
N -0.7908 -0.7293 -0.0386 1.76 1.56 0.43 -0.0648
N 1.0053 0.8358 0.5331 -0.86 -1.19 1.45 -0.1697
N -0.8768 -0.1093 -1.3161 0.50 0.90 -1.44 0.1829
N 1.5852 1.2233 1.6877 1.78 0.45 1.19 0.1331
O 0.6224 -1.1931 1.6152 -0.17 0.26 -0.69 0.2682
H -2.2093 -2.2446 -0.4999 0.38 0.63 0.30 0.1344
H -0.5077 -2.5010 -0.9064 -0.32 -0.61 0.32 0.1212
H -1.0943 -2.7314 0.7462 0.26 0.39 0.65 0.1159
H 0.4886 2.6419 -0.3710 -0.04 -1.02 0.51 0.1830
H 1.7545 1.7668 -1.0580 -1.58 -0.14 0.76 0.1978
H -0.0599 0.6837 -1.2149 -1.17 0.21 -0.88 0.1059
H -0.6337 -0.7425 -2.1374 -0.42 0.43 1.23 0.2121
H -1.7855 0.3812 -1.5367 0.75 -0.83 0.66 0.2179
H 2.4920 1.6613 1.5613 0.05 -0.20 0.06 0.1484
H 1.0180 1.7132 2.3696 -0.42 0.22 -0.28 0.1516
H 1.2710 -0.7960 2.1933 1.13 0.27 1.17 0.1542
```
Forces are in eV/Å.

Output
- Spin multiplicity: 1
- Lowest unoccupied orbital energy: -8.30 eV
- Total charge: +2
- ΔE to the lowest compared entry with this formula, charge and spin: 57.4 kcal per mole

=====

Computed, not measured: 2 unconnected molecules or ions with the total composition C8H5BrCl2 at a distorted geometry, with ωB97M-V with the def2-TZVPD basis set.

XYZ file:
```
16
Properties=species:S:1:pos:R:3:forces:R:3:lowdin_charge:R:1
C -1.5810 0.9138 -0.3492 1.04 0.61 1.75 -0.0903
C -2.1804 0.3112 -1.4242 0.49 0.06 -0.77 -0.0869
C -0.2652 0.5780 0.0773 -2.55 0.19 0.12 -0.0257
C -1.4485 -0.6672 -2.0853 -1.44 -2.13 -1.30 -0.1186
C 0.3935 -0.4719 -0.5995 2.46 1.99 2.09 -0.2474
C -0.2203 -1.1121 -1.6632 0.53 0.61 0.53 -0.6640
C 1.7854 -0.5842 -0.0545 -0.33 -0.78 1.23 -0.0335
C 2.6572 -0.5766 0.8105 -1.29 -0.22 -2.22 -0.6399
Cl 4.0193 -0.6722 1.7093 0.13 0.05 0.14 0.6837
Cl 0.5586 -2.4256 -2.4417 0.17 -0.23 -0.18 0.7156
Br 1.7654 1.0705 3.9921 -0.16 0.52 1.39 0.2719
H -2.0926 1.6390 0.3023 0.03 -0.23 -0.71 0.1085
H -3.1307 0.6495 -1.8247 -0.01 -0.26 0.26 0.1091
H 0.0123 1.1089 1.0444 0.49 -1.08 -1.66 0.1227
H -1.8991 -1.3477 -2.8713 0.33 1.39 0.71 0.1250
H 1.6261 1.5865 5.3778 0.12 -0.50 -1.39 -0.2303
```
Forces are in eV/Å.

Output
- Spin multiplicity: 1
- Lowest unoccupied orbital energy: 0.30 eV
- Total charge: 0
- ΔE to the lowest compared entry with this formula, charge and spin: 17.4 kcal per mole

=====

Computed, not measured: 2 unconnected molecules or ions with the total composition C5H11NO, with ωB97M-V with the def2-TZVPD basis set.

XYZ file:
```
18
Properties=species:S:1:pos:R:3:forces:R:3:lowdin_charge:R:1
C -2.3004 0.2925 -0.8120 -0.09 0.03 -0.11 -0.0841
C -1.2956 0.5550 0.3204 0.07 0.01 0.06 -0.2279
C -0.5240 -0.7024 0.5368 0.04 -0.14 -0.29 -0.1269
N 0.5221 -1.0389 -0.1248 -0.24 0.00 0.29 0.1128
C 1.4252 0.0033 -0.8672 0.07 0.15 0.00 -0.5816
O 0.8427 0.7326 -1.6623 0.13 -0.19 0.23 -0.0181
C 2.6508 -0.0734 -0.2663 0.12 -0.01 -0.28 -0.0383
H -2.9686 1.1489 -0.9303 0.08 -0.10 0.03 0.0784
H -1.7438 0.1465 -1.7417 -0.13 0.01 0.12 0.0771
H -2.9130 -0.5944 -0.6092 0.07 0.15 -0.06 0.0760
H -0.6273 1.3686 0.0377 -0.07 -0.13 0.01 0.1078
H -1.8069 0.8164 1.2534 0.06 -0.11 -0.13 0.1149
H 0.8783 0.4207 2.0076 0.18 0.16 0.25 0.0704
H -0.9073 -1.4208 1.2607 -0.02 -0.04 -0.17 0.1399
H 0.9615 -1.9210 0.1166 -0.03 0.09 -0.02 0.1489
H 2.9510 -0.9219 0.3394 -0.13 0.15 -0.06 0.0384
H 1.4909 0.4638 1.5638 -0.13 0.13 0.29 0.0614
H 3.3644 0.7244 -0.4228 0.01 -0.16 -0.17 0.0509
```
Forces are in eV/Å.

Output
- Spin multiplicity: 1
- Lowest unoccupied orbital energy (alpha / beta): 0.15 / 0.15 eV
- Total charge: 0
- ΔE to the lowest compared entry with this formula, charge and spin: 85.1 kcal per mole

=====

Computed, not measured: a molecular structure, C37H28Cl2N4O2P2PtSe2 at a distorted geometry, with ωB97M-V with the def2-TZVPD basis set.

XYZ file:
```
78
Properties=species:S:1:pos:R:3:forces:R:3:lowdin_charge:R:1
Pt 1.1136 0.0197 0.5446 -0.11 0.85 -0.78 0.8503
Se 1.1220 6.7015 1.5278 0.11 0.04 0.00 0.3904
P 0.8104 5.2908 3.0558 -0.02 -0.05 0.10 0.5563
C 2.0574 5.3755 4.3714 -0.02 0.01 0.06 -0.3476
C 3.2341 6.0810 4.1517 0.04 -0.05 0.04 -0.1047
C 4.1874 6.1690 5.1586 -0.02 -0.01 -0.01 -0.0775
C 3.9594 5.5616 6.3846 0.03 0.02 -0.02 -0.0823
C 2.7789 4.8642 6.6091 -0.05 -0.02 -0.02 -0.0755
C 1.8268 4.7686 5.6070 0.06 0.06 -0.01 -0.0868
C -0.7750 5.5093 3.9189 -0.06 0.01 -0.02 -0.3544
C -1.7488 4.5174 3.9605 0.03 0.02 0.03 -0.0936
C -2.9618 4.7569 4.5965 0.04 0.01 -0.01 -0.0767
C -3.1985 5.9831 5.1980 -0.01 -0.01 0.00 -0.0811
C -2.2255 6.9770 5.1614 0.04 -0.01 -0.02 -0.0748
C -1.0201 6.7444 4.5194 -0.05 -0.01 0.00 -0.0882
C 0.7854 3.5514 2.5594 -0.09 -0.08 0.10 -0.3893
C 0.4905 2.8300 1.4050 -0.16 -0.21 0.05 -0.3751
N 0.6426 1.5287 1.7654 0.43 0.04 0.16 -0.2777
N 0.9965 1.4468 3.0450 -0.02 0.32 -0.28 -0.0334
N 1.0650 2.6516 3.5368 0.02 0.01 -0.08 0.0332
P -0.1847 3.1286 -0.2469 -0.09 0.07 0.20 0.6658
Se -0.2692 1.2750 -1.3425 -0.09 -0.39 0.19 0.4170
C -1.8442 3.8256 -0.0507 0.00 0.10 0.00 -0.3504
C -2.0154 5.0169 0.6550 -0.01 0.02 -0.04 -0.1069
C -3.2871 5.5345 0.8451 0.03 -0.02 -0.02 -0.0624
C -4.3902 4.8745 0.3197 0.00 -0.01 -0.01 -0.0701
C -4.2203 3.6994 -0.4001 -0.01 0.00 0.01 -0.0783
C -2.9505 3.1709 -0.5848 -0.01 -0.02 0.08 -0.1236
C 0.8757 4.3094 -1.0695 0.08 -0.05 0.01 -0.4011
C 0.3619 5.3814 -1.7860 0.02 0.02 -0.01 -0.1007
C 1.2353 6.2440 -2.4314 0.02 0.01 -0.01 -0.0778
C 2.6047 6.0260 -2.3613 -0.02 -0.01 0.01 -0.0714
C 3.1118 4.9394 -1.6575 0.00 0.00 0.00 -0.0623
C 2.2487 4.0728 -1.0103 0.01 0.02 0.01 -0.0863
H 3.3934 6.5619 3.1951 0.00 0.01 0.00 0.0541
H 5.1053 6.7164 4.9832 -0.03 -0.02 0.01 0.1038
H 4.7017 5.6334 7.1709 -0.03 0.00 -0.03 0.1031
H 2.5999 4.3916 7.5673 0.00 0.02 -0.04 0.1042
H 0.9122 4.2190 5.7797 -0.02 -0.01 0.00 0.1006
H -1.5716 3.5585 3.4906 -0.02 0.02 0.00 0.0686
H -3.7188 3.9825 4.6148 0.02 0.00 0.00 0.0987
H -4.1429 6.1693 5.6956 0.04 -0.01 -0.02 0.1033
H -2.4099 7.9353 5.6301 0.00 -0.01 -0.01 0.1046
H -0.2677 7.5231 4.4695 -0.01 0.00 0.00 0.1066
H -1.1550 5.5599 1.0326 -0.09 -0.04 -0.03 0.0051
H -3.4096 6.4539 1.4048 0.01 -0.02 -0.01 0.1135
H -5.3840 5.2797 0.4680 0.02 -0.02 0.00 0.1058
H -5.0785 3.1848 -0.8147 0.03 0.02 0.01 0.1064
H -2.8161 2.2437 -1.1247 0.00 -0.01 -0.01 0.0455
H -0.7061 5.5564 -1.8219 0.01 0.00 0.00 0.1094
H 0.8461 7.0913 -2.9821 0.02 -0.03 0.02 0.1069
H 3.2832 6.7072 -2.8598 -0.01 -0.01 0.01 0.1058
H 4.1797 4.7688 -1.6064 -0.03 0.01 0.00 0.1124
H 2.6399 3.2235 -0.4553 -0.02 0.05 -0.03 0.1071
O 4.9637 0.3987 -0.6926 -0.13 0.02 0.06 0.0751
C 3.8351 0.1017 -0.3542 -0.03 0.12 0.09 -0.5925
O 3.1082 0.6989 0.5343 0.20 -0.39 0.12 -0.1519
C 3.1729 -1.0988 -1.0207 -0.07 -0.05 0.11 -0.1577
C 3.9203 -1.9202 -1.8757 0.08 -0.05 -0.07 0.0259
C 3.3357 -3.0267 -2.4103 0.02 -0.02 -0.03 0.0206
C 1.9838 -3.3176 -2.1178 -0.05 0.05 0.05 -0.1440
C 1.3120 -4.4447 -2.6480 0.07 -0.01 -0.03 -0.0262
C -0.0020 -4.6683 -2.3615 -0.07 -0.02 0.00 -0.0671
C -0.7115 -3.7669 -1.5381 0.02 0.01 0.00 -0.0540
C -0.0912 -2.6723 -1.0065 0.06 -0.01 0.00 -0.0329
C 1.2754 -2.4369 -1.2737 0.00 0.17 -0.06 -0.1826
N 1.9065 -1.3393 -0.7334 -0.01 -0.34 0.06 -0.0478
H 4.9467 -1.6359 -2.0581 -0.01 -0.01 -0.01 0.1261
H 3.8889 -3.6925 -3.0623 0.00 0.01 0.01 0.1243
H 1.8637 -5.1211 -3.2907 -0.02 0.02 0.02 0.1175
H -0.5100 -5.5311 -2.7733 0.02 0.03 0.02 0.1080
H -1.7600 -3.9411 -1.3310 0.04 0.01 -0.01 0.1119
H -0.6340 -1.9645 -0.3966 -0.01 0.02 0.01 0.0302
Cl -3.1879 1.2527 2.5892 0.00 0.00 -0.05 0.5610
C -1.9138 0.1816 3.1771 0.01 -0.10 -0.05 -0.9684
Cl -1.4083 -1.0063 1.9509 -0.08 -0.05 0.10 0.5479
H -2.2733 -0.3724 4.0325 -0.12 -0.04 0.02 0.0303
H -1.0476 0.7740 3.4262 0.10 0.02 0.06 -0.0224
```
Forces are in eV/Å.

Output
- Spin multiplicity: 1
- Lowest unoccupied orbital energy: -0.73 eV
- Total charge: 0
- ΔE to the lowest compared entry with this formula, charge and spin: 0.0 kcal per mole